Computed, not measured: a 16-piece molecular cluster, C76H170N6O30 overall at a distorted geometry, with the ωB97M-V functional and the def2-TZVPD basis.

**Multiplicity**: 1
**HOMO-LUMO gap**: 8.59 eV
**HOMO**: -8.07 eV
**E_LUMO**: 0.0192 Ha
**Total energy**: -5583.33753 Ha

```
282
Properties=species:S:1:pos:R:3:forces:R:3:lowdin_charge:R:1
O -13.9767 -25.6100 -6.6391 -0.570 0.779 0.352 0.039
O -11.9629 -22.3548 -15.1968 0.803 -0.241 -0.245 -0.016
O -1.9123 -27.0028 -12.8246 -0.260 -0.563 0.781 -0.021
O -11.0967 -31.1911 -13.4425 0.270 -0.320 -1.085 0.034
O -6.8938 -26.2867 -5.9694 -0.190 -0.651 -0.797 0.111
O -10.1160 -30.9497 -5.1910 0.258 0.327 1.310 0.123
O -9.8074 -32.0500 -11.9455 -0.234 0.210 0.224 -0.008
O -8.6602 -25.9489 -7.3574 -0.241 -0.926 -0.302 -0.032
O -12.5520 -24.0265 -13.9878 0.703 -1.595 -0.551 0.006
O -5.0579 -21.6656 -10.9792 0.395 0.950 1.301 0.009
O -13.4197 -22.0400 -13.4794 0.346 0.361 -0.576 0.117
O -2.7385 -25.3868 -14.0830 0.722 -0.752 0.815 0.026
O -12.7141 -26.4443 -15.9167 -0.998 0.827 0.063 -0.017
O -11.8725 -30.6510 -6.6359 2.055 0.511 0.354 -0.001
O -9.8929 -31.2976 -7.3822 -1.009 1.055 -1.225 -0.013
O -14.2298 -24.9718 -16.8248 0.592 -1.439 0.207 0.131
O -12.6824 -27.4461 -6.5165 0.650 -1.404 1.331 0.132
O -7.9802 -30.3248 -18.3274 -0.059 -0.137 0.610 0.001
O -9.0084 -31.8744 -14.0376 -0.169 -0.237 -0.355 0.118
O -0.5849 -26.2125 -14.4348 -2.832 0.793 1.004 0.064
O -5.7891 -22.4278 -9.0141 -0.612 -0.160 0.645 0.101
O -14.0322 -29.0929 -10.4788 -0.241 0.288 0.409 0.037
O -4.9812 -20.3210 -9.2824 0.016 0.044 0.092 0.040
O -9.6519 -29.3528 -19.3247 0.950 -0.509 -0.012 0.001
O -15.3601 -29.9764 -12.1635 1.753 1.878 1.551 0.083
O -12.6975 -26.0323 -8.2752 0.636 -1.000 -0.384 0.021
O -8.6848 -27.7023 -6.0468 0.906 1.076 -1.076 0.014
O -12.0531 -25.0446 -17.5005 -1.151 -0.366 -0.271 -0.037
O -15.0945 -27.7603 -11.7491 0.676 -0.138 -0.064 -0.040
O -9.3129 -28.9028 -17.1830 -0.210 0.801 1.746 0.120
N -4.1088 -30.5948 -14.7134 -0.008 -0.773 -0.449 -0.199
N -3.3831 -30.4517 -9.1030 -1.060 1.387 0.270 -0.176
N -7.9718 -27.6446 -11.6814 -0.391 -0.768 0.263 -0.152
N -2.3666 -25.3116 -7.6851 -2.276 0.252 -0.946 -0.160
N -5.6750 -25.5167 -18.6004 0.119 -0.515 -0.317 -0.168
N -8.6268 -22.9404 -13.0397 -0.805 1.234 -0.090 -0.146
C -4.8973 -30.5313 -13.5153 -0.885 0.257 0.535 -0.248
C -12.6088 -30.0728 -5.5087 -0.215 -1.178 0.143 -0.191
C -6.5294 -27.6531 -11.5367 1.073 0.775 -2.212 -0.277
C -0.9098 -25.3462 -9.6652 0.647 -0.698 -0.096 -0.075
C -2.0012 -30.0403 -9.0861 -0.350 -0.563 0.070 -0.280
C -8.6096 -32.6309 -11.4468 0.925 -0.037 -0.644 -0.043
C -13.1438 -25.4979 -16.7703 2.001 1.861 -0.069 -0.546
C -14.7214 -25.8036 -5.4316 1.332 -0.336 1.455 -0.202
C -7.0536 -27.0654 -20.0861 -0.203 -0.887 0.896 -0.068
C -9.2113 -21.5069 -13.0775 0.404 -1.605 -0.043 -0.203
C -12.2662 -30.5866 -9.9502 -1.075 -1.395 0.629 -0.034
C -15.6935 -27.5418 -13.0135 -1.071 0.973 0.061 -0.039
C -10.5655 -30.9216 -6.2882 -1.859 -0.733 -1.798 -0.570
C -5.3376 -21.5344 -9.6711 0.528 -0.220 -1.144 -0.609
C -0.7622 -27.8567 -12.5166 -0.997 -0.189 0.688 -0.013
C -8.7434 -27.9582 -10.4492 0.896 -1.206 -1.361 -0.208
C -4.9028 -25.0771 -19.7375 -0.376 1.396 -0.613 -0.286
C -3.6344 -31.7803 -8.6388 -2.843 0.404 0.209 -0.252
C -5.3641 -19.9584 -7.9457 0.099 2.673 0.112 -0.174
C -6.7371 -24.5509 -18.3815 -0.012 0.994 1.557 -0.270
C -11.1076 -23.4325 -19.0793 -0.359 0.150 0.165 -0.061
C -7.9340 -26.6540 -6.4727 -1.032 0.877 1.467 -0.567
C -4.0895 -19.5161 -7.1583 -0.317 -2.718 -2.753 -0.031
C -7.1985 -22.4320 -15.0377 -0.230 -0.099 -0.800 -0.086
C -8.1208 -28.5270 -5.0167 0.867 -1.388 -0.888 -0.234
C -4.1242 -23.7587 -19.5187 0.622 -1.332 -1.077 -0.074
C -7.7563 -25.0065 -17.3476 0.089 0.027 1.967 -0.087
C -8.4949 -27.5621 -14.0484 1.978 0.605 1.062 -0.063
C -3.5385 -29.3599 -15.2256 -1.412 0.913 0.533 -0.216
C -5.0425 -32.2882 -9.0832 0.472 0.501 1.613 -0.056
C -3.7621 -24.9379 -7.2126 0.188 -0.573 0.700 -0.217
C -11.0739 -28.5480 -20.8945 0.363 -0.080 1.690 -0.044
C -13.0607 -26.4643 -7.0441 -0.704 1.546 -2.259 -0.598
C -7.2340 -30.7156 -17.1195 -0.265 -1.829 -1.082 0.013
C -5.3158 -22.9515 -11.4768 2.039 -0.719 -0.715 -0.049
C -12.3826 -24.0361 -18.5015 0.429 -1.269 -0.368 -0.202
C -8.9988 -29.4691 -18.1776 0.407 -0.915 -0.711 -0.628
C -4.1955 -30.0652 -12.2321 0.647 -0.823 0.767 -0.086
C -5.8305 -26.6785 -10.6094 -0.746 -1.318 0.653 -0.055
C -8.1469 -27.9427 -3.6540 -0.866 1.772 -0.407 -0.066
C -13.6049 -24.6746 -13.2462 -1.129 1.363 -0.576 -0.188
C -4.3623 -29.4382 -8.5556 -0.867 -2.163 -2.225 -0.222
C -12.7221 -22.7566 -14.1643 0.067 2.132 0.109 -0.629
C -6.1063 -26.9002 -18.8912 -1.233 -0.053 0.821 -0.233
C -8.3275 -29.2609 -9.7325 -0.110 0.355 1.839 -0.048
C -11.8340 -26.9737 -8.9923 -0.193 0.279 0.291 -0.005
C -15.0852 -24.4210 -4.9079 -0.084 0.321 -1.992 -0.061
C -1.6776 -26.1764 -13.8248 2.533 -0.230 -1.818 -0.573
C -3.8639 -23.4728 -6.8065 -0.975 1.384 -1.408 -0.099
C -14.0612 -29.9871 -6.0011 -0.225 -1.886 2.182 -0.064
C -12.6971 -30.3011 -14.9561 -0.020 -0.004 0.204 -0.042
C -3.0677 -31.6090 -14.6460 1.037 0.589 0.934 -0.282
C -13.7724 -30.3722 -9.8893 0.474 0.147 0.652 -0.171
C -8.5053 -31.4219 -7.2245 1.101 -2.279 1.484 -0.067
C -8.2209 -23.3829 -14.3848 0.322 0.226 0.084 -0.258
C -3.3209 -23.1920 -15.0100 -0.300 -0.965 -1.722 -0.053
C -8.0186 -24.7522 -7.8551 0.344 -0.940 0.692 -0.001
C -11.2332 -30.7120 -14.8273 -1.366 0.396 0.615 -0.173
C -9.9084 -31.7536 -13.2475 0.838 0.522 1.009 -0.614
C -11.3083 -26.5934 -15.6591 1.317 -0.959 -0.478 -0.042
C -13.0887 -25.4528 -12.0858 -0.326 -0.418 1.069 -0.049
C -9.5631 -23.9182 -12.4072 -0.697 1.322 -1.399 -0.242
C -8.4723 -20.5604 -12.1300 0.231 -0.472 -0.397 -0.067
C -1.3147 -30.1211 -7.7641 -0.642 0.059 1.805 -0.089
C -9.8583 -23.6326 -10.9627 1.333 1.516 1.063 -0.085
C -1.8517 -26.4744 -7.0697 0.631 -1.056 0.972 -0.317
C -2.6286 -32.0576 -16.0238 -1.313 -0.149 -0.375 -0.084
C -2.3385 -25.4736 -9.1686 0.986 -0.335 1.762 -0.225
C -1.3567 -26.2066 -5.6382 -1.231 -1.185 0.067 -0.069
C -8.3569 -28.5176 -12.8461 -1.190 1.106 0.742 -0.205
C -4.7453 -29.4507 -7.0855 0.734 1.394 -0.884 -0.062
C -4.5238 -28.1839 -15.2411 -0.200 -0.736 1.859 -0.056
C -2.5604 -24.4861 -15.1827 0.429 -0.519 -1.048 -0.224
C -10.7991 -28.5131 -19.3745 -0.574 -0.317 -0.993 -0.204
C -11.7208 -20.9455 -15.3945 -1.728 -0.862 -0.116 -0.024
C -14.8303 -29.0465 -11.5262 -1.969 -1.625 -0.843 -0.572
H -11.8992 -27.8930 -21.1237 -0.417 -0.169 -0.417 0.072
H -14.2306 -23.7571 -5.0520 0.211 -0.219 0.411 0.084
H -12.4156 -26.2811 -12.3056 0.017 -0.054 -0.499 0.078
H -12.3871 -30.8300 -4.7234 -0.878 0.853 0.006 0.129
H -8.6186 -27.1670 -9.7808 0.176 1.536 1.137 0.064
H -3.1259 -23.0753 -6.1210 0.487 -0.567 0.238 0.060
H -5.2963 -30.2761 -6.6920 -0.167 -0.857 -0.003 0.057
H -8.2671 -25.8575 -17.7604 -0.505 -0.483 0.046 0.044
H -6.6099 -21.9192 -14.2948 0.500 0.046 0.224 0.060
H -13.3183 -31.1996 -14.7922 0.011 0.591 -0.375 0.094
H -0.7435 -27.0981 -5.4282 0.067 0.622 0.620 0.071
H -3.5469 -18.7783 -7.7123 0.117 0.696 -0.078 0.072
H -2.4734 -31.2246 -16.7285 0.221 -0.517 0.344 0.067
H -7.4858 -20.3859 -12.5288 0.478 0.124 -0.345 0.057
H -7.9212 -24.1262 -6.9732 0.460 0.490 -0.352 0.104
H -9.0857 -24.8600 -12.4741 0.672 -1.104 -0.027 0.075
H -7.0783 -25.1118 -8.2630 0.345 0.737 -0.013 0.076
H -1.9323 -29.0302 -9.4647 -0.004 0.343 -0.299 0.095
H -4.7461 -26.8206 -10.7319 -0.360 0.434 0.028 0.073
H -6.5694 -22.9236 -15.8042 -0.084 -0.097 0.716 0.051
H -7.0279 -28.7993 -5.2468 -1.690 0.059 -0.165 0.136
H -11.8379 -30.0622 -9.1221 0.679 0.672 0.066 0.036
H -4.7184 -22.8684 -19.3820 -0.278 0.128 -0.215 0.055
H -1.4760 -24.3434 -15.2996 -0.405 0.242 0.015 0.123
H -1.0336 -28.5956 -11.7299 -0.240 0.943 -0.363 0.092
H -8.2537 -21.0622 -11.1872 -0.521 0.287 0.269 0.059
H -4.7798 -30.3474 -11.3100 0.634 0.305 -1.034 0.055
H -3.7960 -29.3075 -6.5757 -0.339 0.040 0.757 0.059
H -14.1852 -23.7830 -12.9270 -0.165 -1.130 0.394 0.129
H -7.8972 -31.4194 -8.1401 -1.124 -0.444 -0.193 0.059
H -8.8666 -29.3768 -5.0821 1.628 0.732 0.471 0.107
H -2.2563 -31.1152 -14.0481 0.114 -0.793 -0.400 0.108
H -5.2191 -31.5792 -13.2857 -0.329 0.862 -0.531 0.120
H -4.2021 -19.3238 -6.1515 -0.743 0.924 2.015 0.047
H -10.6332 -22.8861 -10.7272 -0.277 -0.631 -0.405 0.087
H 0.0464 -27.2183 -12.2094 0.390 0.047 0.146 0.087
H -2.9368 -32.4603 -9.0049 1.621 -1.009 -0.425 0.100
H -4.0366 -28.9980 -12.2097 0.080 0.499 0.013 0.048
H -6.1280 -27.3826 -12.5491 -0.454 -0.122 0.428 0.105
H -9.8232 -27.9732 -10.7302 0.759 -0.240 0.204 0.114
H -12.9024 -23.2723 -17.9707 -0.803 0.556 0.039 0.102
H -6.0458 -19.0669 -8.0954 0.561 -1.010 0.323 0.137
H -2.9398 -22.6129 -14.2087 0.175 0.629 0.815 0.065
H -3.3400 -29.5685 -16.2437 0.914 0.025 -0.965 0.087
H -3.5200 -32.6230 -16.3547 0.483 0.179 -0.446 0.081
H -11.4395 -22.9509 -19.9916 0.030 0.433 -0.223 0.069
H -14.1663 -30.4309 -8.8368 0.541 0.610 -0.883 0.126
H -4.7947 -27.9164 -14.2066 0.291 0.216 -0.264 0.059
H -10.9497 -31.4724 -15.5182 0.163 -0.739 -0.349 0.115
H -7.4916 -27.0404 -14.1768 -1.070 -0.607 -0.119 0.081
H -10.7418 -22.6328 -18.3900 0.229 -0.914 -0.581 0.085
H -3.1696 -30.5329 -12.1110 -1.184 0.322 -0.126 0.087
H -2.2250 -26.1776 -4.9366 0.570 -0.251 -0.400 0.073
H -2.9017 -25.0134 -16.1071 0.109 0.316 0.640 0.128
H -2.8290 -26.4142 -9.4847 0.153 0.202 -0.019 0.101
H -0.4290 -24.4352 -9.3506 -0.159 0.539 0.401 0.075
H -5.1844 -32.0783 -10.0963 -0.163 0.104 -1.854 0.024
H -6.0694 -28.6266 -11.4272 -0.321 -0.699 0.601 0.069
H -5.9120 -20.7710 -7.5245 -0.181 -0.463 0.568 0.099
H -7.7763 -24.4015 -14.2620 -0.541 0.643 -0.268 0.108
H -14.3704 -31.0592 -10.4241 -0.225 -1.072 -0.805 0.099
H -0.5001 -28.4222 -13.3814 0.304 -0.195 -0.733 0.078
H -4.4127 -23.3611 -14.9538 0.591 0.158 0.160 0.066
H -5.7623 -29.8406 -13.7761 0.669 -1.124 0.731 0.105
H -6.5716 -29.9364 -16.8264 0.556 0.488 0.165 0.058
H -3.1011 -22.6972 -15.9808 -0.349 0.212 0.656 0.091
H -9.3696 -28.8815 -12.5753 0.431 -0.147 -0.346 0.110
H -6.1101 -26.9882 -9.6020 0.274 0.238 0.474 0.058
H -14.7513 -29.5146 -5.2591 0.666 -0.679 -0.158 0.091
H -8.5663 -33.6678 -11.7276 -0.171 -0.606 0.101 0.094
H -12.9156 -29.6055 -14.1635 -0.118 0.102 0.766 0.052
H -5.3808 -28.5639 -6.9913 0.163 0.055 0.480 0.070
H -7.8389 -31.0582 -16.2872 -0.670 0.568 0.041 0.076
H -9.1444 -27.5158 -3.5368 -0.012 0.037 0.483 0.094
H -6.1900 -25.6785 -10.7479 0.136 0.689 -0.214 0.059
H -1.4109 -31.1205 -7.2933 0.426 0.289 -0.544 0.082
H -10.1600 -28.1764 -21.3192 0.258 0.140 -0.727 0.064
H -8.3968 -32.4020 -6.6296 0.625 1.470 -0.909 0.139
H -14.1315 -29.3397 -6.8084 0.109 0.922 -1.808 0.017
H -15.5452 -26.4742 -5.6385 -0.393 0.092 -0.099 0.121
H -14.0966 -26.3084 -4.6481 -0.256 0.247 -0.851 0.135
H -7.3385 -29.3476 -9.1624 -1.028 1.093 -0.819 0.074
H -3.4835 -23.6872 -20.4304 -0.370 0.468 0.726 0.085
H -13.9426 -25.9150 -11.5158 0.918 0.752 -0.460 0.093
H -13.0178 -24.5152 -19.3028 0.545 0.549 0.934 0.144
H -1.8016 -32.7533 -16.0159 0.370 0.052 0.056 0.067
H -12.6292 -20.5330 -15.8130 -0.029 0.235 -0.608 0.097
H -8.8048 -27.9636 -14.9861 -0.184 -0.561 -0.622 0.033
H -15.4092 -24.4132 -3.8933 -0.274 -0.096 0.693 0.065
H -11.6496 -20.4743 -14.4615 0.556 0.668 1.414 0.064
H -5.2236 -27.5052 -19.0300 0.441 -0.060 -0.154 0.109
H -7.3289 -24.3022 -19.2680 0.103 -0.153 -0.534 0.109
H -7.4052 -27.1954 -3.3780 0.082 0.133 -0.583 0.083
H -10.5503 -29.9059 -14.9414 0.561 0.824 -0.184 0.088
H -4.0458 -28.4821 -8.8910 0.856 1.050 0.236 0.078
H -7.6998 -21.6661 -15.6454 -0.086 0.031 0.358 0.070
H -10.5268 -24.0320 -12.9875 0.852 0.266 0.382 0.112
H -10.3581 -24.1651 -19.4266 -0.167 0.276 0.674 0.075
H -15.0307 -27.8849 -13.8075 -0.315 -0.120 -0.095 0.100
H -0.2057 -26.1451 -9.3489 -0.658 0.214 -0.191 0.077
H -9.0588 -23.3564 -15.1073 -0.172 -0.759 0.391 0.101
H -9.1657 -26.7822 -13.7102 -0.291 0.152 -0.146 0.044
H -3.7362 -31.8072 -7.5636 0.743 -0.340 0.785 0.099
H -4.5342 -25.1811 -7.9902 0.652 0.266 0.440 0.107
H -6.7101 -31.6696 -17.4079 -0.113 1.332 -0.048 0.113
H -10.2787 -21.6018 -12.8570 0.002 0.217 0.154 0.099
H -12.2005 -29.0959 -5.2280 -0.045 -0.429 -0.201 0.106
H -12.1168 -31.6319 -9.6672 0.231 -0.112 -0.203 0.092
H -15.8329 -23.9585 -5.5697 -0.145 -0.235 0.395 0.083
H -5.2601 -29.5230 -9.2326 0.359 -0.270 0.849 0.085
H -0.8854 -25.3121 -10.7388 -0.072 -0.179 -0.687 0.050
H -12.9991 -29.6825 -15.8224 0.517 -0.921 -0.140 0.085
H -11.2657 -27.4158 -14.9406 -0.092 -0.016 -0.172 0.077
H -10.7987 -26.9315 -16.5990 -0.303 0.403 0.988 0.085
H -10.6134 -27.5174 -18.9404 -0.015 -0.398 -0.187 0.119
H -4.8137 -23.7939 -10.9539 -0.494 0.760 0.153 0.097
H -4.2406 -25.8589 -20.0803 0.470 -0.232 0.261 0.112
H -12.0784 -27.0446 -10.0389 -0.710 0.545 -0.315 0.064
H -14.1834 -25.1668 -14.0385 0.161 -0.487 0.547 0.112
H -3.4767 -23.8673 -18.6598 0.266 -0.005 0.283 0.054
H -7.4064 -28.1127 -20.1648 0.076 0.581 0.124 0.083
H -8.9333 -19.5715 -12.0427 -0.200 -0.320 0.292 0.077
H -11.6259 -29.0286 -18.8795 0.103 0.303 0.427 0.127
H -1.8428 -29.4758 -7.0189 0.830 -0.097 -0.562 0.056
H -5.5960 -24.9332 -20.5960 0.270 0.191 0.087 0.111
H -9.9831 -24.5701 -10.4378 -0.479 -0.090 0.285 0.053
H -8.2116 -30.0391 -10.4610 -0.674 -0.849 -0.246 0.048
H -0.2770 -29.8338 -7.9060 0.188 0.005 0.463 0.078
H -5.7703 -31.6190 -8.5576 0.185 -1.177 -0.182 0.051
H -7.4023 -25.3108 -16.2855 0.044 0.391 -1.932 0.097
H -14.4222 -31.0324 -6.2602 0.254 1.345 0.261 0.104
H -4.8598 -22.9021 -12.4476 0.114 -0.225 -0.672 0.076
H -3.7621 -22.8339 -7.7459 -0.257 -0.662 1.231 0.069
H -5.1452 -33.3859 -8.9165 -0.228 0.964 0.230 0.093
H -10.7252 -25.7653 -15.1723 -1.236 -0.125 -0.749 0.102
H -8.5075 -24.2300 -17.1248 0.239 -0.183 -0.452 0.064
H -4.1697 -27.3179 -15.7314 0.831 0.908 -0.467 0.055
H -2.6491 -29.0242 -14.6667 0.171 -0.256 -0.175 0.114
H -10.8090 -26.6287 -8.9523 0.222 -0.089 0.509 0.070
H -1.0384 -26.8231 -7.6896 0.731 0.195 0.065 0.083
H -7.6453 -32.2235 -11.7981 -0.700 0.482 -0.351 0.090
H -6.6023 -27.3532 -18.0092 0.210 0.480 -0.188 0.100
H -2.8859 -24.6458 -9.5094 -0.917 1.018 -0.943 0.085
H -8.6214 -24.3013 -8.6326 -0.267 -0.175 0.128 0.065
H -11.1868 -29.6245 -21.1163 -0.316 0.763 -0.404 0.095
H -4.0891 -25.5240 -6.3131 0.645 0.048 -0.797 0.112
H -12.5170 -24.7693 -11.4401 -0.337 -0.185 0.030 0.083
H -11.9796 -27.9768 -8.6108 0.324 0.033 0.362 0.076
H -8.0832 -30.6023 -6.6783 0.001 0.383 0.676 0.063
H -6.5846 -26.8238 -20.9915 0.880 0.177 -1.411 0.045
H -9.1029 -29.4114 -8.9134 0.737 -0.471 -1.269 0.089
H -8.6055 -32.5004 -10.3831 -0.377 -0.089 0.543 0.075
H -1.4563 -30.7047 -9.7422 0.176 -0.141 -0.656 0.110
H -16.6751 -28.0332 -12.9673 0.362 0.051 -0.694 0.106
H -6.2846 -23.5580 -18.0766 -0.303 -1.175 -0.200 0.114
H -4.8598 -23.2424 -6.3298 0.790 -0.313 -0.730 0.089
H -2.4502 -27.4396 -7.0818 -0.440 1.126 0.164 0.103
H -8.9676 -23.1198 -10.4981 -0.428 -0.768 -0.439 0.073
H -9.1302 -21.1397 -14.1082 -0.086 -0.035 0.253 0.088
H -8.0077 -28.7303 -2.9926 -0.010 -1.561 1.447 0.058
H -6.3384 -23.0649 -11.6104 -2.017 -0.656 -0.018 0.055
H -3.4703 -20.4192 -7.1723 0.263 0.075 -0.023 0.067
H -5.4645 -28.3869 -15.6915 -0.829 -0.642 -0.657 0.041
H -15.8503 -26.4465 -13.0949 0.167 -0.699 0.040 0.099
H -7.7143 -29.3970 -12.9830 0.070 0.256 -0.090 0.097
H -10.8517 -20.7904 -16.0104 0.187 -0.286 -0.191 0.089
H -7.8899 -26.3866 -20.0430 -0.588 0.084 0.324 0.062
H -0.8668 -25.2513 -5.4907 0.503 -0.068 -0.385 0.068
H -3.3759 -32.5208 -14.0892 -0.148 0.738 -0.155 0.126
H -11.8140 -30.4272 -10.9254 -0.089 0.234 0.056 0.074
```
Forces are in eV/Å.